Below is a structure of composition C31H38Cl3N9O7PPt, with properties calculated with the ωB97M-V functional and the def2-TZVPD basis.

```
90
Properties=species:S:1:pos:R:3:mulliken_spin:R:1
Pt -0.3901 0.6735 0.5535 1.065
O 7.3686 1.6706 1.8782 0.002
N 6.3220 2.1291 2.2807 0.000
O 6.1958 2.8937 3.2147 -0.003
C 5.1031 1.7647 1.5473 -0.006
C 5.1852 0.8611 0.4979 0.031
C 4.0430 0.5168 -0.1803 0.003
C 2.7513 1.0219 0.1569 0.027
O 1.6877 0.5798 -0.3932 0.331
C 2.7674 2.0044 1.1975 -0.009
C 3.9098 2.3429 1.9057 0.058
N 1.5434 2.5683 1.6185 0.442
O 0.5517 2.6889 0.8459 0.298
O 1.2461 2.3353 2.9614 0.014
N 4.1876 -0.4245 -1.3009 0.000
O 5.1307 -1.1843 -1.2684 -0.002
O 3.3112 -0.4402 -2.1453 0.003
H 6.1355 0.4324 0.2151 0.001
H 3.8686 3.0503 2.7226 0.000
Cl 2.1736 -0.8663 4.5708 0.005
C 1.1104 0.5481 4.6068 0.017
Cl 1.8365 1.7987 5.6084 0.002
Cl -0.4709 0.1036 5.2770 0.003
C 0.8855 0.9929 3.1481 0.034
N 0.4392 0.2202 2.2894 0.112
C -0.8155 -1.3529 0.2685 0.088
C -2.0687 -1.4906 1.0227 0.054
C -2.0667 -1.7334 2.4040 0.041
C -3.2536 -1.8136 3.1023 -0.036
C -4.4667 -1.6525 2.4324 0.068
C -4.4896 -1.4441 1.0518 -0.029
C -3.3001 -1.3682 0.3608 0.074
C -5.7022 -1.7035 3.1614 -0.012
N -6.6967 -1.7351 3.7353 0.033
H -0.9017 -1.5188 -0.8006 -0.006
H 0.0543 -1.8357 0.7029 -0.004
H -1.1228 -1.8391 2.9222 0.010
H -3.2527 -1.9969 4.1680 -0.002
H -5.4385 -1.3569 0.5404 -0.002
H -3.3014 -1.2462 -0.7160 0.009
N -1.2851 1.1859 -1.0047 1.220
P -1.3316 1.8936 -2.5152 -0.147
N -2.8950 2.1454 -2.8621 0.048
C -3.3396 3.1851 -3.8172 -0.003
C -4.4876 2.6459 -4.6555 0.003
C -5.7096 2.3387 -3.7748 -0.001
C -5.2839 1.9897 -2.3424 0.003
C -3.9520 1.2571 -2.3320 0.048
N -0.5962 0.8625 -3.5324 0.059
C 0.5692 0.0115 -3.1905 0.028
C 0.4268 -1.3547 -3.8368 -0.002
C 0.4187 -1.2459 -5.3681 0.000
C -0.1878 0.0909 -5.8178 0.007
C -1.2458 0.5670 -4.8350 -0.006
N -0.5884 3.3394 -2.5424 0.103
C 0.8677 3.4255 -2.8110 -0.023
C 1.2316 4.8726 -3.0987 0.005
C 0.9927 5.7692 -1.8758 0.001
C -0.1722 5.2483 -1.0203 -0.002
C -1.1924 4.5188 -1.8761 0.001
H -2.4958 3.4825 -4.4394 0.002
H -3.6633 4.0735 -3.2683 0.001
H -4.1522 1.7427 -5.1714 0.000
H -4.7374 3.3734 -5.4276 0.000
H -6.2702 1.5096 -4.2081 0.000
H -6.3851 3.1942 -3.7536 0.000
H -6.0363 1.3674 -1.8579 -0.001
H -5.1875 2.8932 -1.7357 0.000
H -4.0217 0.3444 -2.9359 0.005
H -3.6855 0.9697 -1.3153 -0.029
H 0.6490 -0.0783 -2.1118 -0.027
H 1.4919 0.4934 -3.5241 0.000
H -0.4941 -1.8232 -3.4754 0.000
H 1.2540 -1.9782 -3.4980 0.000
H -0.1421 -2.0784 -5.7948 0.000
H 1.4369 -1.3276 -5.7492 0.000
H -0.6362 0.0082 -6.8079 0.000
H 0.5871 0.8584 -5.8875 -0.001
H -2.0132 -0.2034 -4.7048 0.004
H -1.7343 1.4642 -5.2105 0.000
H 1.0911 2.7939 -3.6694 -0.001
H 1.4337 3.0493 -1.9518 0.002
H 0.6344 5.2151 -3.9477 -0.001
H 2.2733 4.9165 -3.4160 0.000
H 0.7890 6.7862 -2.2127 0.000
H 1.8948 5.8194 -1.2647 0.000
H -0.6719 6.0686 -0.5048 -0.001
H 0.1922 4.5657 -0.2529 -0.008
H -1.5710 5.1897 -2.6534 0.003
H -2.0498 4.1930 -1.2856 -0.001
```

* calculated total energy: -110591.964 eV
* <S²>: 6.0423
* charge: +1
* energy relative to the best compared isomer or geometry (same formula, charge and spin): 0.00 kcal/mol
* lowest unoccupied orbital energy (alpha / beta): -3.30 / -6.13 eV
* largest force on an atom: 0.0169 hartree/bohr
* 2S+1: 5


Below is a structure of composition C31H38EuN2P2 in a non-equilibrium geometry, with properties calculated with the ωB97M-V functional and the def2-TZVPD basis.

```
74
Properties=species:S:1:pos:R:3:mulliken_spin:R:1
C 2.6011 -3.2362 -3.0046 0.002
C 2.9059 -1.8855 -3.1773 0.000
C 1.9743 -0.8862 -2.8030 -0.025
C 0.7375 -1.2618 -2.2894 -0.029
C 0.4354 -2.6151 -2.1285 0.002
C 1.3631 -3.6133 -2.4833 0.001
C 2.4177 0.5543 -2.9424 -0.004
C 1.3361 1.6195 -3.1638 -0.054
N 0.9286 1.7447 -4.5318 0.000
Eu -0.2728 0.3453 -0.5370 7.009
C -0.8991 -2.9996 -1.5461 -0.001
P -2.0423 -1.5768 -1.9038 0.019
H 3.8676 -1.5777 -3.6029 0.000
H 1.0998 -4.6664 -2.3542 0.000
H 3.3385 -3.9973 -3.2814 0.000
H -0.8598 -3.1190 -0.4466 0.002
H -1.3142 -3.9124 -1.9953 0.001
H 2.9744 0.8455 -2.0316 -0.002
H 3.1332 0.6179 -3.7739 0.000
H 0.4417 1.4712 -2.5090 0.070
C -3.5539 -2.1926 -1.0670 0.001
C -2.4484 -1.9767 -3.6435 0.000
H 1.7656 2.5990 -2.8932 -0.006
C 0.4538 0.5941 -5.2534 0.003
C 0.2131 2.9647 -4.8106 -0.001
H -2.4800 1.8385 -0.1995 0.011
H 0.2768 0.9160 -6.2910 0.000
H 1.1965 -0.2146 -5.2504 0.000
H -0.5033 0.1890 -4.8607 0.000
H 0.1352 3.0923 -5.8968 0.000
H -0.8073 2.9694 -4.3813 0.001
H 0.7728 3.8073 -4.3827 0.000
H -2.9381 -2.9588 -3.7050 -0.001
H -3.1251 -1.1996 -4.0189 0.000
H -1.5508 -1.9794 -4.2721 0.000
H -3.7709 -3.2197 -1.3879 0.000
H -3.4111 -2.1468 0.0187 -0.001
H -4.3763 -1.5233 -1.3423 0.000
H -2.2775 2.1143 -0.8861 0.000
N 0.9001 -0.5927 1.0949 -0.017
P 0.4901 0.1828 2.4091 -0.006
C 0.9219 1.9299 2.1795 0.004
C 0.7487 2.9271 3.1502 0.009
C 0.9670 4.2632 2.7929 -0.002
C 1.2385 4.6083 1.4610 0.006
C 1.4716 3.6131 0.5012 -0.013
C 1.4763 2.2719 0.9244 0.027
C -1.2842 -0.1697 2.6481 -0.010
C -1.5893 -1.5329 2.8154 0.014
C -2.8993 -1.9252 3.0884 -0.002
C -3.9156 -0.9588 3.0949 0.001
C -3.6196 0.3807 2.8324 0.004
C -2.2985 0.7949 2.6034 0.016
C 1.1158 -0.1886 4.0458 -0.004
C 0.4946 0.3053 5.2006 0.002
C 1.0343 -0.0270 6.4468 0.000
C 2.1476 -0.8743 6.5277 0.000
C 2.7286 -1.3887 5.3616 0.000
C 2.2227 -1.0315 4.1077 -0.003
H 0.4660 2.6694 4.1746 0.000
H 0.9137 5.0389 3.5623 0.000
H 1.2973 5.6598 1.1775 0.000
H 1.6679 3.8587 -0.5462 -0.002
H 1.9045 1.4852 0.2795 -0.020
H -0.7938 -2.2811 2.7159 -0.003
H -3.1161 -2.9743 3.2983 0.000
H -4.9397 -1.2704 3.3038 0.000
H -4.4235 1.1216 2.8037 0.000
H -2.0594 1.8449 2.3927 -0.002
H -0.3903 0.9392 5.1393 0.000
H 0.5833 0.3828 7.3534 0.000
H 2.5648 -1.1338 7.4997 0.000
H 3.5854 -2.0628 5.4170 0.000
H 2.6509 -1.3900 3.1718 0.000
```

* calculated total energy: -73646.753 eV
* <S²>: 15.7627
* charge: 0
* lowest unoccupied orbital energy (alpha / beta): 0.34 / 0.34 eV
* largest force on an atom: 0.0625 hartree/bohr
* 2S+1: 8


Below is a structure of composition C31H38IrSb in a non-equilibrium geometry, with properties calculated with the ωB97M-V functional and the def2-TZVPD basis.

```
71
Properties=species:S:1:pos:R:3:mulliken_spin:R:1
C 1.6918 3.3671 -0.8565 0.008
H 1.6266 4.1484 -0.0759 0.002
H 2.3398 3.7406 -1.6525 0.000
H 2.2941 2.6250 -0.4123 -0.002
C 0.2641 3.0117 -1.5001 0.018
H 0.3611 2.0053 -1.8590 0.034
H -0.6083 3.0159 -0.8381 -0.001
C -0.0042 4.0094 -2.6392 0.000
H -1.0511 4.2649 -2.9280 0.000
H 0.4657 4.9754 -2.3682 0.000
H 0.4879 3.7149 -3.5806 0.000
C -0.6699 -2.4205 -2.4245 0.383
C -1.0827 -1.1997 -3.1029 0.224
C 0.1239 -0.6012 -3.6601 0.266
C 1.2230 -1.2636 -3.1283 0.233
C 0.7578 -2.2856 -2.2018 0.077
C 1.6258 -3.1568 -1.3836 0.002
C 2.6436 -0.9299 -3.4491 -0.004
C 0.1952 0.5133 -4.6419 0.012
C -2.4557 -0.7061 -3.3294 -0.009
C -1.5722 -3.2504 -1.5658 0.005
Ir -0.7139 -1.0145 -0.9874 2.124
H 3.3258 -1.1500 -2.6216 0.008
H 3.0064 -1.4780 -4.3327 0.027
H 2.7595 0.1391 -3.6767 0.005
H 2.6591 -2.8019 -1.4061 0.005
H 1.2972 -3.1189 -0.3419 0.010
H 1.6239 -4.2033 -1.7109 0.011
H -2.4826 -2.6805 -1.2498 0.009
H -1.9092 -4.1493 -2.0988 0.052
H -1.1057 -3.5440 -0.6088 0.007
H -2.4403 0.3064 -3.7411 0.002
H -3.0504 -1.3525 -3.9912 0.018
H -2.9751 -0.6251 -2.3640 0.016
H 1.0172 1.2017 -4.4183 0.012
H 0.3771 0.1368 -5.6595 0.029
H -0.7174 1.1122 -4.6593 -0.003
C -0.7939 4.0183 3.9436 0.005
C 0.3593 3.9517 3.1394 0.002
C 0.5233 2.8847 2.2507 -0.004
C -0.4718 1.9175 2.1623 0.045
C -1.6648 2.0132 2.8783 0.015
C -1.8241 3.0795 3.7732 0.000
Sb 0.0248 0.0531 1.0533 0.148
C 1.6650 -0.7022 2.3638 0.016
C 2.8697 -1.1012 1.7872 -0.011
C 3.9471 -1.4470 2.6167 -0.001
C 3.8425 -1.2967 4.0114 0.000
C 2.6119 -0.9069 4.5770 0.001
C 1.5089 -0.6439 3.7460 0.007
C -1.7936 -1.1801 1.4522 0.110
C -1.6629 -2.3342 2.2424 0.025
C -2.7760 -3.1602 2.4360 -0.010
C -4.0284 -2.8080 1.9194 0.048
C -4.1611 -1.6381 1.1751 -0.008
C -3.0593 -0.7960 0.9809 0.019
H -0.8870 4.8092 4.7007 0.000
H 1.1279 4.7270 3.2109 0.000
H 1.4401 2.8147 1.6642 0.005
H -2.4470 1.2633 2.7771 0.007
H -2.7541 3.1756 4.3426 0.000
H 2.9938 -1.1357 0.7019 -0.011
H 4.8800 -1.8257 2.1822 0.000
H 4.7126 -1.4820 4.6602 0.000
H 2.5135 -0.8083 5.6574 0.000
H 0.5550 -0.3750 4.1942 -0.001
H -0.6999 -2.6107 2.6731 0.006
H -2.6740 -4.0976 2.9904 0.000
H -4.9147 -3.4492 2.0992 0.001
H -5.1271 -1.3673 0.7291 0.001
H -3.1633 0.1020 0.3738 0.004
```

* calculated total energy: -42118.622 eV
* <S²>: 6.0202
* charge: +2
* energy relative to the best compared isomer or geometry (same formula, charge and spin): 8.38 kcal/mol
* lowest unoccupied orbital energy (alpha / beta): -5.90 / -8.65 eV
* largest force on an atom: 0.0964 hartree/bohr
* 2S+1: 5


Look up the 2S+1 of the second one. 8